Density functional theory data (wB97M-V/def2-TZVPD) for 8 unconnected molecules or ions with the total composition C28H68N4O12.

Output
HOMO-LUMO gap = 0.3455 Ha
Multiplicity = 1
F_max = 3.8 eV/A
SMILES = CNC(C)=O.CNC(C)=O.CNC(C)=O.CNC(C)=O.COCCOC.COCCOC.COCCOC.COCCOC
Highest occupied orbital energy = -8.90 eV
Energy above the lowest of the compared OMol25 structures with the same formula, charge and spin = 19.99 kcal/mol
E_LUMO = 0.499 eV

Atoms and positions in Å:
C (14.023, 9.706, 11.980)
O (13.139, 9.537, 10.965)
C (11.798, 9.783, 11.345)
C (10.862, 9.467, 10.236)
O (10.737, 10.751, 9.546)
C (10.029, 10.573, 8.295)
H (14.888, 9.135, 11.736)
H (13.584, 9.520, 12.970)
H (14.362, 10.755, 12.126)
H (11.621, 10.813, 11.654)
H (11.582, 9.175, 12.266)
H (9.872, 9.131, 10.539)
H (11.363, 8.833, 9.472)
H (10.200, 11.497, 7.792)
H (8.960, 10.430, 8.561)
H (10.473, 9.818, 7.653)
C (18.043, 17.135, 11.980)
O (17.309, 18.281, 11.682)
C (17.907, 19.042, 10.617)
C (16.856, 19.956, 9.987)
O (16.009, 19.245, 9.075)
C (14.806, 19.910, 8.709)
H (17.647, 16.745, 12.881)
H (19.088, 17.451, 12.145)
H (18.016, 16.415, 11.114)
H (18.455, 18.510, 9.823)
H (18.702, 19.821, 10.933)
H (17.408, 20.716, 9.432)
H (16.290, 20.486, 10.699)
H (13.983, 19.396, 9.206)
H (14.721, 19.888, 7.628)
H (14.745, 20.936, 9.085)
C (9.657, 17.954, 15.172)
O (9.864, 16.935, 14.266)
C (9.346, 15.754, 14.699)
C (9.546, 14.642, 13.674)
O (8.954, 13.504, 14.245)
C (9.385, 12.349, 13.527)
H (8.628, 18.274, 15.181)
H (10.392, 18.749, 14.978)
H (9.890, 17.591, 16.206)
H (8.241, 15.770, 14.791)
H (9.808, 15.438, 15.670)
H (10.585, 14.500, 13.483)
H (9.096, 15.006, 12.717)
H (10.412, 12.004, 13.782)
H (9.414, 12.626, 12.442)
H (8.624, 11.507, 13.694)
C (12.336, 19.363, 20.793)
O (11.528, 18.522, 19.965)
C (12.296, 17.883, 18.997)
C (11.555, 16.738, 18.395)
O (11.561, 15.613, 19.258)
C (10.465, 15.659, 20.148)
H (13.260, 18.899, 21.295)
H (11.679, 19.631, 21.635)
H (12.774, 20.207, 20.245)
H (13.170, 17.489, 19.496)
H (12.509, 18.562, 18.184)
H (12.124, 16.510, 17.514)
H (10.539, 16.978, 18.110)
H (10.459, 16.673, 20.663)
H (10.691, 14.855, 20.821)
H (9.422, 15.605, 19.681)
C (16.143, 16.386, 16.876)
C (16.368, 17.932, 16.911)
O (17.303, 18.327, 17.552)
N (15.569, 18.707, 16.152)
C (15.619, 20.118, 15.929)
H (16.714, 16.129, 15.943)
H (15.233, 16.068, 16.594)
H (16.556, 15.789, 17.749)
H (14.866, 18.233, 15.601)
H (15.735, 20.452, 14.880)
H (16.505, 20.376, 16.438)
H (14.683, 20.586, 16.333)
C (15.074, 13.749, 10.919)
C (13.587, 13.460, 10.726)
O (12.710, 13.695, 11.534)
N (13.147, 12.851, 9.597)
C (13.907, 12.186, 8.519)
H (15.410, 14.397, 10.128)
H (15.557, 12.815, 11.030)
H (15.084, 14.321, 11.856)
H (12.193, 12.446, 9.692)
H (13.998, 11.136, 8.711)
H (14.959, 12.551, 8.598)
H (13.529, 12.382, 7.552)
C (13.452, 14.634, 14.841)
C (13.160, 16.016, 14.358)
O (13.387, 17.071, 15.000)
N (12.822, 16.068, 13.078)
C (12.591, 17.321, 12.315)
H (13.085, 13.838, 14.153)
H (13.052, 14.335, 15.818)
H (14.526, 14.586, 14.853)
H (12.756, 15.207, 12.593)
H (12.145, 18.085, 12.921)
H (12.003, 17.212, 11.370)
H (13.579, 17.762, 12.032)
C (14.548, 12.773, 18.412)
C (13.365, 11.968, 17.927)
O (13.455, 10.760, 17.795)
N (12.246, 12.745, 17.765)
C (10.939, 12.139, 17.540)
H (14.706, 12.826, 19.543)
H (14.530, 13.803, 18.033)
H (15.434, 12.301, 17.949)
H (12.179, 13.638, 18.279)
H (10.330, 12.352, 18.363)
H (11.139, 11.095, 17.455)
H (10.411, 12.569, 16.658)

Results of the Mulliken charge analysis, in e, for atoms 1 through 4: -0.592, -0.395, 0.078, -0.736